{"formula": "C3H4N2O", "method": "wB97M-V/def2-TZVPD", "energy_ev": -8197.2782, "homo_ev": -7.63, "lumo_ev": 0.4, "symbols": ["O", "C", "C", "N", "N", "C", "H", "H", "H", "H"], "xyz": [[-1.38166, 1.20518, 1.13780], [-0.76509, 0.25815, 0.36558], [0.50002, 0.53845, -0.28694], [1.31961, -0.52797, -0.42157], [0.87673, -1.72472, -0.39160], [-1.00247, -0.99782, -0.01343], [-0.69944, 1.87119, 1.34746], [0.61235, 1.33252, -1.01157], [2.31951, -0.28695, -0.38473], [-1.77956, -1.66804, -0.34099]], "atomic_forces_ev_per_a": [[0.1, -0.4, -0.9], [0.9, -0.8, -1.1], [1.2, 1.1, 0.8], [-0.6, 0.7, -0.4], [-3.4, 1.6, 0.6], [1.9, -1.6, 0.3], [-0.3, -0.4, -0.2], [0.4, 0.6, 0.6], [-0.2, -0.6, -0.3], [0.1, -0.2, 0.6]]}

=====

{"formula": "C3H2CuFO2", "method": "wB97M-V/def2-TZVPD", "energy_ev": -54589.6530, "homo_ev": [-7.84, -7.84], "lumo_ev": [-2.0, -2.0], "symbols": ["O", "C", "C", "O", "C", "F", "H", "H", "Cu"], "xyz": [[-0.17577, 1.07140, -0.75686], [1.05124, 1.41141, 0.77869], [-0.69087, -0.12056, -0.42742], [1.68008, 0.39251, 0.84647], [0.37630, -1.06016, -0.42354], [-1.32043, -0.37482, 0.87017], [0.88849, -1.18925, -1.37857], [0.30352, -1.93866, 0.21704], [-2.11255, 1.80813, 0.27403]], "atomic_forces_ev_per_a": [[-5.3, 1.1, 1.1], [3.4, -3.7, 0.8], [7.1, -2.5, 0.4], [-2.5, 4.4, -0.1], [-3.2, -1.3, -1.7], [-1.5, 2.1, -0.4], [0.4, 0.3, 0.5], [0.1, 0.1, -0.1], [1.4, -0.5, -0.5]]}

=====

{"formula": "C8H22ClO4Y", "method": "wB97M-V/def2-TZVPD", "energy_ev": -30384.7950, "total_charge": 2, "homo_ev": -14.70, "lumo_ev": -12.4, "symbols": ["Y", "Cl", "C", "C", "C", "O", "H", "H", "H", "H", "H", "H", "H", "H", "C", "C", "C", "O", "H", "H", "H", "H", "H", "H", "H", "H", "C", "C", "O", "O", "H", "H", "H", "H", "H", "H"], "xyz": [[1.56301, 4.75540, 1.38424], [0.39556, 2.41558, 0.49172], [2.71962, -1.32769, -0.41805], [1.60642, -1.86270, 0.43537], [2.11012, -3.00913, 1.23738], [1.27193, -0.87105, 1.33816], [2.91312, -2.01689, -1.24003], [3.66812, -1.20463, 0.10472], [2.45899, -0.33900, -0.79579], [0.74321, -2.13284, -0.17291], [1.42388, -3.29433, 2.03478], [3.06112, -2.81202, 1.73219], [2.15957, -3.92193, 0.64372], [1.04941, -0.05275, 0.88821], [-4.05151, -0.78753, 2.13626], [-2.92991, 0.30872, 2.15881], [-1.52363, -0.19075, 2.61319], [-2.70913, 0.67046, 0.81416], [-4.24920, -1.19329, 3.12842], [-3.83978, -1.54632, 1.38293], [-4.97889, -0.39736, 1.71693], [-3.19602, 1.10736, 2.85124], [-1.17920, -0.97448, 1.93848], [-1.58100, -0.45451, 3.66924], [-0.81701, 0.63386, 2.51931], [-1.97706, 1.28951, 0.86373], [-0.14288, 2.11921, -3.73088], [0.86300, 0.98797, -3.43393], [2.14599, 1.37631, -3.91536], [0.04572, 3.12497, -2.75379], [-1.17985, 1.78878, -3.67086], [-0.05975, 2.56045, -4.72411], [0.49168, 0.00717, -3.73099], [0.89637, 0.84151, -2.35434], [2.60199, 1.79067, -3.17918], [0.22600, 2.61138, -1.96302]], "atomic_forces_ev_per_a": [[-1.7, -3.3, -1.4], [1.7, 3.4, 1.4], [0.5, -0.1, -1.0], [1.1, -0.2, -0.3], [-0.5, -1.5, 0.7], [-0.8, 1.4, 1.7], [0.0, 0.2, -0.2], [-0.2, -0.1, 0.4], [-0.1, 0.1, -0.4], [-0.1, -0.1, -0.1], [-0.2, 0.3, 0.1], [0.1, 0.1, -0.3], [0.4, 0.1, -0.2], [0.0, -0.1, -0.2], [0.6, 0.9, -0.4], [0.1, -2.5, -0.1], [-1.0, 0.1, 0.3], [-0.5, 1.0, -0.2], [0.1, -0.1, -0.2], [0.6, -0.3, 0.4], [-0.1, 0.6, 0.4], [-0.3, 0.5, -0.3], [-0.1, -0.2, 0.4], [0.3, -0.4, -0.1], [0.1, 0.2, 0.1], [0.0, 0.2, -0.4], [-0.4, -0.8, -0.1], [-0.5, 0.8, -0.3], [-0.4, -0.8, 0.2], [0.4, 0.7, 0.5], [-0.1, -0.4, 0.1], [0.5, -0.1, 0.1], [0.5, 0.1, -1.0], [0.0, 0.2, 0.5], [0.2, 0.0, -0.2], [-0.2, 0.2, 0.2]]}

=====

{"formula": "C17H35BrClO12P2", "method": "wB97M-V/def2-TZVPD", "energy_ev": -143903.0422, "total_charge": 1, "homo_ev": -11.91, "lumo_ev": -3.9, "symbols": ["C", "C", "Br", "C", "P", "C", "C", "O", "Cl", "P", "O", "O", "H", "H", "H", "H", "H", "H", "H", "H", "H", "H", "H", "C", "C", "O", "C", "O", "O", "C", "H", "H", "H", "H", "H", "H", "H", "H", "C", "C", "O", "C", "O", "O", "C", "H", "H", "H", "H", "H", "H", "H", "H", "C", "C", "O", "C", "O", "O", "C", "H", "H", "H", "H", "H", "H", "H", "H"], "xyz": [[6.83464, 0.22433, -3.22488], [5.92837, 0.54877, -4.46106], [5.62317, -1.00958, -5.60455], [4.62180, 1.21936, -3.93845], [3.08017, 0.79775, -4.88689], [1.89980, 2.23099, -4.65321], [1.61963, 2.48621, -3.16611], [0.64868, 2.18006, -2.64690], [2.85765, 3.33499, -2.16760], [1.95993, -1.00922, -4.25879], [2.89900, -2.34031, -4.18337], [1.12635, -0.73160, -2.85771], [6.67086, -0.81971, -2.93800], [7.87955, 0.46043, -3.44971], [6.52858, 0.90467, -2.41663], [6.45574, 1.29136, -5.06835], [4.43385, 1.05620, -2.86838], [4.77084, 2.30897, -4.04098], [3.37145, 0.74366, -6.26235], [2.44799, 3.11001, -5.03417], [0.98324, 2.09696, -5.23913], [3.66263, -2.25164, -3.58212], [1.63017, -1.12036, -2.11244], [3.21334, -2.69767, 3.49807], [3.60868, -3.90869, 2.67861], [2.49037, -4.43454, 1.94397], [2.14522, -3.76383, 0.85445], [2.68693, -2.77172, 0.41824], [1.07731, -4.35993, 0.31610], [0.55965, -3.66536, -0.80949], [2.36504, -2.93297, 4.14237], [4.04710, -2.36528, 4.11655], [2.90990, -1.86901, 2.85791], [3.93698, -4.70690, 3.34218], [4.43638, -3.68716, 2.00373], [1.33845, -3.48498, -1.55213], [0.10810, -2.72430, -0.49167], [-0.21083, -4.28613, -1.25916], [-0.81712, 3.24912, -0.25330], [-1.80473, 2.10509, -0.34560], [-2.85109, 2.23136, 0.62327], [-3.80032, 3.12619, 0.33398], [-3.85486, 3.81126, -0.65389], [-4.66857, 3.14071, 1.34837], [-5.69496, 4.12919, 1.22376], [-0.43146, 3.34250, 0.76412], [0.01382, 3.08959, -0.93373], [-1.28818, 4.20042, -0.50373], [-1.29710, 1.16647, -0.12264], [-2.22443, 2.01610, -1.34889], [-6.21189, 4.04253, 0.26946], [-5.27048, 5.12559, 1.33936], [-6.40979, 3.95658, 2.02521], [-6.19708, 0.58804, 2.74961], [-4.95281, 0.86170, 3.57070], [-4.94747, 0.09708, 4.78572], [-4.62668, -1.19022, 4.65444], [-4.33298, -1.75060, 3.62860], [-4.70370, -1.75996, 5.86106], [-4.47633, -3.16961, 5.85692], [-7.09549, 0.75072, 3.34841], [-6.22989, 1.23814, 1.87679], [-6.22603, -0.44645, 2.40663], [-4.93767, 1.90886, 3.86877], [-4.04289, 0.67567, 2.99953], [-3.53333, -3.41554, 5.37081], [-5.30309, -3.68065, 5.36455], [-4.43009, -3.49362, 6.89379]], "atomic_forces_ev_per_a": [[-0.6, 0.3, -0.8], [0.4, 0.7, 1.2], [0.1, 0.2, 0.2], [0.1, 0.6, -1.1], [1.3, 1.1, 1.8], [1.3, 0.2, 0.1], [2.2, 0.8, -1.4], [-3.1, -1.3, 1.1], [0.1, -0.1, -0.7], [-3.4, -1.8, -2.0], [0.2, 1.7, 1.2], [2.5, -0.5, -0.4], [0.3, 0.3, 0.2], [-0.2, -0.5, 0.0], [0.2, -0.3, -0.1], [-0.3, -0.4, -0.2], [-0.1, -0.3, -0.4], [-0.1, -0.3, 0.1], [-0.3, -0.2, 0.3], [-0.2, -0.3, -0.1], [0.1, -0.1, 0.4], [0.0, -0.4, -0.2], [-0.5, 0.3, 0.3], [-0.3, 0.1, -0.1], [0.4, 0.3, 0.4], [0.0, 0.0, -0.3], [0.0, -0.1, 0.3], [0.0, -0.1, -0.2], [0.3, 0.1, 0.0], [-0.4, 0.1, -0.3], [0.1, -0.1, 0.1], [0.0, -0.1, 0.0], [0.1, 0.0, 0.0], [-0.2, -0.2, -0.1], [-0.2, 0.0, -0.1], [0.0, 0.0, 0.1], [0.1, 0.0, 0.0], [0.0, -0.1, 0.2], [-0.1, 0.4, 0.3], [0.4, 0.0, -0.3], [-0.1, -0.1, 0.0], [0.1, 0.1, 0.1], [0.0, -0.1, 0.0], [0.1, 0.0, -0.1], [-0.3, 0.2, 0.1], [0.0, -0.1, 0.0], [-0.2, 0.0, 0.3], [-0.1, -0.1, -0.1], [-0.2, 0.0, 0.2], [-0.1, 0.1, 0.1], [0.1, 0.0, 0.0], [0.0, 0.0, -0.1], [0.2, -0.2, 0.1], [-0.2, -0.3, 0.1], [-0.1, 0.3, -0.5], [0.1, -0.1, 0.1], [-0.2, 0.1, 0.0], [0.1, 0.0, 0.1], [0.1, 0.0, -0.1], [0.1, -0.3, 0.1], [0.0, 0.1, 0.0], [0.0, 0.0, 0.0], [0.1, 0.0, 0.0], [0.0, -0.1, 0.3], [0.0, -0.1, 0.0], [-0.1, 0.0, -0.1], [0.1, 0.0, -0.1], [-0.1, 0.2, 0.0]]}

=====

{"formula": "C5H9O4", "method": "wB97M-V/def2-TZVPD", "spin_multiplicity": 2, "energy_ev": -13516.9039, "s_squared": 0.77, "homo_ev": [-6.71, -11.07], "lumo_ev": [0.7, 0.5], "symbols": ["O", "C", "C", "O", "O", "C", "H", "H", "H", "O", "H", "C", "C", "H", "H", "H", "H", "H"], "xyz": [[-2.49300, 0.58482, -0.02631], [-2.60387, -0.65698, 0.44190], [-1.69471, 0.59760, -1.21458], [-3.01224, -0.94743, 1.53027], [-1.99462, -1.51576, -0.39281], [-1.08208, -0.79297, -1.19869], [-0.93587, 1.38296, -1.10756], [-2.32805, 0.79229, -2.08889], [-0.87210, -1.32390, -2.12891], [0.35478, -0.63571, -0.16711], [0.67992, -1.52218, 0.04739], [2.18010, 1.16310, 1.06802], [2.14283, -0.25084, 0.57301], [3.08084, 1.32949, 1.68417], [2.20611, 1.87635, 0.23153], [1.30071, 1.39897, 1.68507], [2.27761, -1.01728, 1.34789], [2.79364, -0.46252, -0.28436]], "atomic_forces_ev_per_a": [[-0.2, 0.7, -0.4], [0.7, 0.0, 2.1], [0.6, 0.0, 0.1], [-0.4, 0.1, -1.2], [0.7, -0.6, -1.2], [0.3, -0.2, 1.9], [-0.2, -0.2, -0.1], [0.1, -0.1, 0.2], [0.2, 0.2, 0.4], [-2.2, 0.1, -2.0], [-0.7, -0.2, -0.4], [-0.3, 0.1, -0.1], [2.2, 0.2, 0.7], [-0.3, 0.0, -0.2], [0.0, -0.2, 0.2], [0.2, -0.1, -0.1], [-0.3, 0.2, -0.2], [-0.4, 0.1, 0.1]]}

=====

{"formula": "C4H12N2", "method": "wB97M-V/def2-TZVPD", "energy_ev": -7316.7874, "homo_ev": -8.55, "lumo_ev": 0.8, "symbols": ["C", "C", "C", "C", "H", "H", "H", "H", "H", "H", "H", "H", "H", "H", "H", "H", "N", "N"], "xyz": [[-0.54357, -2.23113, -0.21042], [-0.68302, -0.83436, -0.73223], [0.85640, 0.30741, 0.72225], [0.38961, 1.81326, 1.02908], [0.44670, -2.38814, 0.56211], [-0.41913, -2.88792, -1.32468], [-1.67868, -2.48884, 0.11481], [-1.32841, -0.96380, -1.65578], [-1.54518, -0.44977, -0.18417], [0.92783, -0.58363, -1.48505], [0.12278, -0.46833, 1.37814], [2.02331, -0.15782, 1.21269], [-0.82224, 1.58840, 1.14472], [0.70499, 2.15802, 1.99032], [0.44973, 1.61041, -1.02788], [-0.05946, 3.30163, -0.47004], [0.43236, 0.01664, -0.79541], [0.72600, 2.65797, -0.26846]], "atomic_forces_ev_per_a": [[0.5, -3.1, -1.8], [-4.9, -0.2, 0.0], [0.5, -3.1, 1.9], [-2.7, -1.6, -3.3], [-3.3, 0.1, -2.1], [0.2, 1.1, 3.7], [3.1, -0.1, 0.0], [1.6, 0.5, -0.1], [0.5, 1.1, 0.8], [1.6, 1.3, 1.2], [2.0, 2.3, -1.7], [-3.3, 2.0, -2.3], [2.8, 1.0, -0.3], [0.6, 0.4, 0.3], [0.9, 3.5, 2.1], [0.5, -0.5, 0.5], [1.1, -0.5, 1.0], [-1.6, -4.2, 0.0]]}